No. 1
Computed, not measured: a molecular structure, C23H54NiO18P3 at a distorted geometry, with ωB97M-V/def2-TZVPD.

```
99
Properties=species:S:1:pos:R:3
Ni -2.30 1.09 1.19
O 1.40 0.04 0.84
C 0.11 0.33 1.03
O -0.85 -0.48 0.94
O -0.26 1.54 1.24
H 1.66 0.99 0.97
C -0.47 -4.63 0.50
C 0.39 -5.11 -0.64
O 0.25 -4.12 -1.70
P 1.47 -3.88 -2.68
O 1.24 -2.98 -3.81
O 2.65 -3.41 -1.69
C 2.61 -2.16 -1.02
C 3.65 -1.20 -1.59
O 1.93 -5.36 -3.05
C 1.50 -5.97 -4.27
C 1.16 -7.42 -4.03
H -1.52 -4.58 0.25
H -0.32 -5.26 1.38
H -0.15 -3.62 0.79
H 1.44 -5.19 -0.36
H 0.15 -6.11 -1.00
H 1.59 -1.80 -0.89
H 2.98 -2.25 0.01
H 4.60 -1.74 -1.63
H 3.36 -0.84 -2.57
H 3.83 -0.39 -0.88
H 0.61 -5.49 -4.69
H 2.24 -5.75 -5.05
H 0.59 -7.86 -4.85
H 2.00 -8.09 -3.84
H 0.61 -7.51 -3.10
C -2.86 -2.41 -1.22
C -1.91 -1.74 -2.20
O -2.63 -0.68 -2.92
P -2.62 0.78 -2.32
O -2.54 0.84 -0.84
O -1.38 1.49 -3.04
C -0.07 1.37 -2.49
C 0.94 0.98 -3.56
O -3.86 1.46 -3.02
C -4.08 2.86 -2.84
C -4.81 3.41 -4.05
H -3.84 -1.94 -1.21
H -3.04 -3.41 -1.61
H -2.32 -2.51 -0.28
H -1.05 -1.27 -1.72
H -1.47 -2.42 -2.93
H 0.19 2.30 -1.97
H 0.05 0.59 -1.74
H 0.78 -0.03 -3.94
H 1.00 1.68 -4.40
H 1.90 0.98 -3.03
H -4.70 3.06 -1.96
H -3.11 3.36 -2.71
H -5.86 3.11 -4.02
H -4.76 4.50 -4.05
H -4.34 3.14 -4.99
C -3.92 -0.70 5.92
C -2.44 -0.95 5.57
O -1.68 0.25 5.73
P -1.60 1.35 4.57
O -2.19 0.96 3.28
O -2.23 2.64 5.22
C -2.19 3.87 4.47
C -1.67 4.95 5.42
O -0.05 1.72 4.50
C 0.83 1.60 5.63
C 1.73 0.36 5.48
H -4.12 -0.30 6.91
H -4.28 -0.07 5.11
H -4.40 -1.67 5.83
H -2.01 -1.77 6.15
H -2.44 -1.27 4.52
H -1.50 3.77 3.62
H -3.14 4.14 4.02
H -0.66 4.73 5.75
H -1.80 5.95 5.00
H -2.33 4.90 6.29
H 1.36 2.54 5.73
H 0.26 1.51 6.56
H 1.03 -0.47 5.53
H 2.30 0.41 4.55
H 2.36 0.35 6.37
C 5.61 2.89 -3.18
C 4.13 2.96 -2.84
O 3.87 2.32 -1.58
C 3.18 2.85 -0.58
O 3.26 2.44 0.54
O 2.41 3.85 -1.00
C 1.47 4.42 -0.10
H 5.87 3.55 -4.01
H 6.02 1.91 -3.44
H 6.15 3.28 -2.32
H 3.44 2.59 -3.59
H 3.97 4.02 -2.64
H 0.71 4.89 -0.72
H 1.92 5.22 0.49
H 1.02 3.68 0.54
```

The spin multiplicity is 3. As for the energy: -4795.60797 hartree. Its total charge is +1. Its expectation value of S² is 2.0046. Its largest force on an atom is 3.14 eV/A. For the relative energy (zero: lowest compared OMol25 entry of this formula, charge and spin), the calculation gives 0.00 kcal/mol.

These are the Mulliken partial charges, in e, on atoms 1 to 8: Ni 1.317; O -0.238; C 1.199; O -0.655; O -0.525; H 0.138; C -1.029; C -0.158

***

No. 2
Computed, not measured: a molecular structure, C23H55N3OP4ReS at a distorted geometry, with ωB97M-V/def2-TZVPD.

```
88
Properties=species:S:1:pos:R:3
Re 0.00 0.00 0.00
P -1.41 1.82 -0.06
P -1.72 -1.30 0.88
P 1.50 1.10 -1.38
H -1.02 -2.02 -1.75
C -0.11 -1.43 -1.65
C 0.90 -1.85 -0.68
H 0.70 -2.73 -0.07
C -2.58 2.03 -1.50
C -2.64 2.12 1.30
C -0.74 3.56 -0.05
C -1.50 -3.13 0.94
C -2.39 -1.10 2.60
C -3.31 -1.26 -0.07
C 2.87 0.12 -2.15
C 2.53 2.53 -0.80
C 0.81 1.82 -2.93
H 0.23 -1.08 -2.63
H 1.95 -1.80 -0.95
H -3.20 2.93 -1.40
H -3.23 1.16 -1.56
H -2.01 2.08 -2.42
H -3.20 3.04 1.13
H -2.10 2.20 2.26
H -3.35 1.29 1.38
H -1.56 4.29 -0.04
H -0.12 3.75 -0.93
H -0.12 3.70 0.84
H -2.41 -3.60 1.33
H -0.65 -3.39 1.58
H -1.30 -3.53 -0.06
H -3.38 -1.55 2.67
H -2.44 -0.05 2.89
H -1.72 -1.61 3.30
H -4.00 -2.03 0.30
H -3.09 -1.44 -1.12
H -3.78 -0.29 0.03
H 3.46 0.77 -2.81
H 2.47 -0.71 -2.73
H 3.53 -0.29 -1.38
H 3.09 2.96 -1.64
H 3.24 2.19 -0.05
H 1.91 3.30 -0.36
H 1.61 2.19 -3.59
H 0.14 2.65 -2.70
H 0.24 1.05 -3.46
C 2.32 -0.69 -7.22
C 1.58 -0.45 -8.38
C 1.42 -1.46 -9.33
C 2.00 -2.72 -9.13
C 2.73 -2.95 -7.96
C 2.90 -1.95 -7.01
S 2.57 0.54 -5.97
H 1.87 1.52 -6.58
H 1.13 0.52 -8.55
H 0.85 -1.26 -10.23
H 1.87 -3.50 -9.87
H 3.18 -3.93 -7.79
H 3.47 -2.14 -6.11
C -0.24 -0.42 4.97
N 0.53 -0.93 3.83
C 1.32 -2.09 4.25
P 1.48 0.37 2.94
O 0.63 0.87 1.69
N 1.72 1.89 3.95
C 0.76 2.95 3.67
C 1.95 1.72 5.39
N 3.18 -0.03 2.41
C 4.11 -0.38 3.49
C 3.23 -0.98 1.33
H 0.39 -0.28 5.86
H -0.78 0.51 4.70
H -1.00 -1.16 5.29
H 1.83 -2.55 3.40
H 2.04 -1.81 5.05
H 0.65 -2.87 4.66
H -0.28 2.61 3.82
H 0.95 3.84 4.31
H 0.90 3.28 2.63
H 1.00 1.80 5.96
H 2.45 0.76 5.62
H 2.60 2.54 5.75
H 3.88 -1.36 3.94
H 5.14 -0.44 3.09
H 4.13 0.41 4.26
H 2.83 -1.97 1.61
H 2.64 -0.53 0.55
H 4.27 -1.09 0.95
```

The spin multiplicity is 4. As for the energy: -2989.22121 hartree. Its total charge is +4. Its expectation value of S² is 3.7806. Its largest force on an atom is 5.88 eV/A.

These are the Mulliken partial charges, in e, on atoms 1 to 8: Re 2.104; P 0.578; P 0.732; P 0.855; H 0.436; C -1.157; C -0.587; H 0.401

***

No. 3
Computed, not measured: 10 unconnected molecules or ions with the total composition C23H56BN2O17 at a distorted geometry, with ωB97M-V/def2-TZVPD.

```
99
Properties=species:S:1:pos:R:3
O 15.38 5.92 -27.91
C 16.56 5.81 -28.23
O 17.20 4.84 -28.85
B 18.56 5.21 -29.11
O 18.81 6.29 -28.17
C 17.66 6.78 -27.75
O 17.51 7.74 -27.02
O 18.80 5.82 -30.41
C 19.61 5.04 -31.17
O 19.95 5.16 -32.41
C 20.13 3.94 -30.26
O 19.44 4.08 -29.08
O 21.04 3.17 -30.49
C 18.09 13.47 -23.78
O 16.86 12.90 -23.49
H 18.92 12.96 -23.28
H 18.27 13.50 -24.85
H 18.30 14.41 -23.27
H 17.00 11.95 -23.50
C 24.10 7.06 -35.16
O 24.31 5.72 -34.68
H 24.94 7.66 -34.81
H 24.22 7.20 -36.23
H 23.28 7.63 -34.72
H 23.54 5.21 -34.42
C 23.72 2.08 -24.45
O 23.40 3.25 -25.07
H 22.97 1.29 -24.52
H 24.66 1.65 -24.79
H 23.72 2.32 -23.39
H 23.50 3.11 -26.01
C 17.71 9.94 -36.33
O 17.35 10.78 -37.09
N 18.37 10.08 -35.26
N 17.44 8.68 -36.47
H 18.65 10.97 -34.88
H 18.31 9.17 -34.82
H 16.73 8.36 -37.11
H 17.75 8.06 -35.74
C 11.84 9.58 -30.68
C 13.12 10.12 -31.17
C 13.57 9.45 -32.55
O 12.96 11.47 -31.44
H 11.14 9.53 -31.52
H 11.36 10.16 -29.89
H 11.85 8.57 -30.28
H 13.85 10.05 -30.37
H 14.04 8.47 -32.41
H 14.28 10.10 -33.05
H 12.73 9.42 -33.24
H 12.99 11.93 -30.60
C 23.29 9.51 -29.12
C 23.54 10.51 -27.95
C 22.93 9.99 -26.69
O 24.91 10.74 -27.84
H 22.42 9.71 -29.73
H 23.28 8.46 -28.82
H 24.13 9.72 -29.78
H 23.23 11.53 -28.16
H 23.17 8.93 -26.63
H 21.84 10.09 -26.63
H 23.29 10.34 -25.72
H 25.25 11.39 -28.46
C 14.55 0.13 -25.92
C 13.10 0.62 -25.91
C 12.83 1.17 -24.49
O 12.80 1.71 -26.79
H 15.30 0.66 -25.34
H 14.85 -0.01 -26.96
H 14.52 -0.91 -25.59
H 12.46 -0.23 -26.16
H 13.33 2.14 -24.39
H 13.10 0.47 -23.70
H 11.74 1.24 -24.39
H 13.58 2.26 -26.75
C 26.30 -1.06 -28.79
C 26.07 -2.52 -28.75
C 24.66 -2.83 -28.33
O 26.33 -3.17 -29.95
H 27.30 -0.76 -29.11
H 26.24 -0.54 -27.83
H 25.64 -0.62 -29.53
H 26.73 -2.83 -27.94
H 24.53 -2.19 -27.46
H 24.49 -3.90 -28.24
H 23.99 -2.54 -29.15
H 25.79 -3.96 -29.88
C 18.75 4.58 -20.07
C 19.58 4.01 -21.24
C 18.94 4.08 -22.62
O 20.72 4.77 -21.11
H 18.67 5.67 -20.07
H 19.12 4.29 -19.09
H 17.69 4.34 -20.13
H 19.86 2.97 -21.04
H 17.87 3.94 -22.51
H 19.25 3.27 -23.28
H 19.12 5.03 -23.12
H 21.13 4.90 -21.97
```

As for the energy: -2323.52599 hartree. Its total charge is -1. Its largest force on an atom is 5.88 eV/A. For the relative energy (zero: lowest compared OMol25 entry of this formula, charge and spin), the calculation gives 0.00 kcal/mol.

These are the Mulliken partial charges, in e, on atoms 1 to 8: O -0.644; C 0.499; O -0.494; B 1.047; O -0.467; C 0.664; O -0.651; O -0.469

***

No. 4
Computed, not measured: 6 unconnected molecules or ions with the total composition C23H56O18S6 at a distorted geometry, with ωB97M-V/def2-TZVPD.

```
103
Properties=species:S:1:pos:R:3
C 4.09 -2.39 1.62
C 4.32 -1.54 0.37
C 3.08 -0.74 -0.07
C 2.70 0.35 0.92
O 1.33 0.77 0.81
C 0.43 -0.20 1.08
O 0.30 -0.73 2.17
O -0.30 -0.48 -0.02
C -1.61 -1.01 0.25
C -1.59 -2.51 0.31
C -1.41 -3.20 -1.06
S -2.09 -4.88 -1.02
H 3.66 -1.83 2.45
H 5.05 -2.78 1.98
H 3.47 -3.26 1.39
H 4.58 -2.21 -0.45
H 5.16 -0.85 0.52
H 3.28 -0.28 -1.04
H 2.25 -1.44 -0.24
H 3.29 1.25 0.71
H 2.93 0.07 1.95
H -2.24 -0.65 -0.58
H -2.01 -0.58 1.17
H -2.52 -2.85 0.75
H -0.77 -2.82 0.97
H -1.97 -2.68 -1.83
H -0.35 -3.25 -1.31
H -1.51 -5.30 0.12
C -3.26 -1.58 3.15
C -4.03 -2.30 4.24
O -5.43 -2.42 3.89
S -5.78 -3.41 2.70
C -7.49 -3.65 3.06
O -5.08 -4.66 2.88
O -5.65 -2.71 1.46
H -3.20 -2.18 2.25
H -2.24 -1.39 3.49
H -3.73 -0.64 2.90
H -3.62 -3.29 4.44
H -4.02 -1.76 5.18
H -7.58 -4.15 4.02
H -7.90 -4.26 2.26
H -7.97 -2.68 3.08
C -3.51 -11.41 -0.11
C -3.90 -10.89 1.25
O -4.01 -9.45 1.30
S -5.33 -8.80 0.67
C -5.13 -7.19 1.35
O -6.47 -9.45 1.25
O -5.20 -8.76 -0.75
H -4.30 -11.24 -0.84
H -3.31 -12.48 -0.05
H -2.61 -10.90 -0.47
H -4.84 -11.33 1.59
H -3.14 -11.13 1.99
H -5.20 -7.24 2.43
H -5.93 -6.58 0.94
H -4.16 -6.78 1.05
C -0.69 3.34 -0.66
C -1.34 3.48 0.70
O -2.78 3.41 0.64
S -3.45 1.99 0.46
C -5.10 2.47 0.88
O -2.94 1.10 1.48
O -3.41 1.59 -0.91
H -0.82 2.34 -1.07
H 0.38 3.54 -0.57
H -1.11 4.06 -1.36
H -0.98 2.73 1.41
H -1.13 4.46 1.13
H -5.12 2.79 1.91
H -5.72 1.59 0.74
H -5.40 3.26 0.21
C -0.14 7.06 -5.11
C 1.37 6.95 -5.23
O 2.04 7.05 -3.95
S 2.00 5.77 -3.01
C 3.26 6.27 -1.89
O 2.44 4.63 -3.77
O 0.74 5.71 -2.33
H -0.57 6.21 -4.60
H -0.58 7.12 -6.11
H -0.41 7.96 -4.56
H 1.66 6.01 -5.71
H 1.78 7.77 -5.81
H 4.20 6.34 -2.42
H 3.31 5.51 -1.11
H 2.97 7.23 -1.46
C 8.91 3.85 -1.46
C 8.72 4.92 -0.40
O 9.02 6.25 -0.89
S 7.93 6.95 -1.80
C 8.58 8.58 -1.72
O 6.66 6.90 -1.13
O 8.03 6.46 -3.14
H 8.18 3.94 -2.26
H 8.81 2.87 -1.00
H 9.90 3.93 -1.91
H 7.71 4.91 0.01
H 9.41 4.77 0.42
H 8.53 8.93 -0.70
H 7.97 9.20 -2.37
H 9.61 8.56 -2.08
```

As for the energy: -4653.33819 hartree. The SMILES is CCCCOC(=O)OCCCS.CCOS(C)(=O)=O.CCOS(C)(=O)=O.CCOS(C)(=O)=O.CCOS(C)(=O)=O.CCOS(C)(=O)=O. Its largest force on an atom is 1.41 eV/A.

These are the Mulliken partial charges, in e, on atoms 1 to 8: C -1.083; C -0.594; C 0.101; C -0.653; O -0.136; C 0.542; O -0.610; O -0.336

***

No. 5
Computed, not measured: 7 unconnected molecules or ions with the total composition C23H57N9O14P2 at a distorted geometry, with ωB97M-V/def2-TZVPD.

```
105
Properties=species:S:1:pos:R:3
C 5.61 -2.05 -14.50
N 4.47 -2.23 -15.43
C 3.67 -1.09 -15.56
P 3.94 -3.83 -15.69
O 2.73 -4.26 -14.91
N 3.66 -3.88 -17.43
C 2.52 -4.84 -17.77
C 4.42 -3.24 -18.59
N 5.33 -4.86 -15.49
C 5.53 -5.75 -14.34
C 6.23 -5.24 -16.60
H 5.77 -0.97 -14.49
H 6.55 -2.56 -14.68
H 5.38 -2.16 -13.44
H 2.85 -1.05 -16.28
H 4.39 -0.32 -15.84
H 3.33 -0.71 -14.60
H 2.34 -4.64 -18.83
H 2.76 -5.90 -17.66
H 1.67 -4.59 -17.14
H 4.69 -3.88 -19.43
H 3.73 -2.49 -18.98
H 5.35 -2.84 -18.20
H 6.53 -5.68 -13.92
H 4.75 -5.36 -13.67
H 5.32 -6.81 -14.26
H 7.19 -5.60 -16.23
H 6.40 -4.41 -17.29
H 5.68 -6.00 -17.16
C 9.82 2.28 -19.62
N 8.78 3.23 -19.21
C 8.42 4.21 -20.34
P 8.13 3.12 -17.64
O 9.15 2.53 -16.69
N 7.83 4.74 -17.33
C 6.60 5.41 -17.60
C 8.94 5.71 -17.49
N 6.59 2.50 -17.91
C 5.85 2.33 -19.20
C 5.84 2.15 -16.80
H 9.50 1.82 -20.56
H 9.92 1.46 -18.90
H 10.78 2.76 -19.78
H 8.24 3.76 -21.31
H 9.15 4.98 -20.57
H 7.52 4.73 -20.00
H 5.88 4.79 -18.13
H 6.16 5.77 -16.66
H 6.62 6.30 -18.23
H 8.82 6.54 -16.79
H 9.89 5.23 -17.23
H 8.96 6.14 -18.49
H 5.30 1.39 -19.33
H 4.96 2.96 -19.23
H 6.48 2.52 -20.06
H 4.81 1.95 -17.10
H 5.92 2.73 -15.89
H 6.33 1.23 -16.47
C 15.69 -4.80 -19.10
C 15.08 -3.53 -18.48
C 15.26 -2.30 -19.31
O 14.16 -1.58 -19.19
C 13.16 -2.45 -18.86
O 11.94 -2.24 -18.76
O 13.67 -3.70 -18.51
H 15.34 -4.95 -20.12
H 15.29 -5.70 -18.63
H 16.74 -5.01 -18.91
H 15.42 -3.58 -17.45
H 15.34 -2.69 -20.33
H 16.21 -1.88 -18.98
C 8.83 -1.42 -20.57
C 7.74 -0.93 -21.57
C 8.12 -0.76 -23.03
O 7.06 -1.31 -23.76
C 6.28 -2.05 -22.97
O 5.31 -2.64 -23.46
O 6.68 -1.90 -21.63
H 8.25 -1.74 -19.71
H 9.54 -0.66 -20.23
H 9.30 -2.31 -20.97
H 7.40 0.02 -21.15
H 9.06 -1.24 -23.32
H 8.35 0.28 -23.29
C 13.49 -1.52 -14.64
N 12.29 -0.98 -15.40
O 11.26 -1.54 -15.18
O 12.34 0.13 -15.74
H 14.28 -1.58 -15.39
H 13.22 -2.56 -14.44
H 13.68 -0.85 -13.80
C 8.80 -1.61 -16.72
N 8.85 -3.10 -16.88
O 8.89 -3.74 -15.86
O 8.50 -3.58 -17.92
H 7.91 -1.19 -17.18
H 9.61 -1.40 -17.42
H 8.92 -1.25 -15.70
C 10.10 1.72 -13.85
N 11.29 2.61 -13.81
O 11.09 3.80 -13.89
O 12.36 1.99 -13.75
H 9.90 1.46 -12.81
H 10.37 0.84 -14.43
H 9.25 2.21 -14.32
```

As for the energy: -3139.09627 hartree. The SMILES is CN(C)P(=O)(N(C)C)N(C)C.CN(C)P(=O)(N(C)C)N(C)C.C[C@H]1COC(=O)O1.C[C@H]1COC(=O)O1.C[N+](=O)[O-].C[N+](=O)[O-].C[N+](=O)[O-]. Its largest force on an atom is 5.30 eV/A. For the relative energy (zero: lowest compared OMol25 entry of this formula, charge and spin), the calculation gives 97.10 kcal/mol.

These are the Mulliken partial charges, in e, on atoms 1 to 8: C -1.199; N 0.585; C -0.518; P 0.147; O -0.866; N 0.251; C -1.076; C -1.037